1.
The following is a DFT calculation (wB97M-V/def2-TZVPD) of C3H5N3 in the gas phase in a non-equilibrium geometry.

Calculated values
Calculated total energy: -7659.61088 eV
HOMO level: -8.89 eV
Energy above the lowest of the compared OMol25 structures with the same formula, charge and spin: 2.8447 eV
SMILES: Cc1c[nH]nn1
Largest force on an atom: 5.3 eV/A
2S+1: 1
Orbital gap: 9.606 eV

Each line ends with the Löwdin charge.
Geometry (Å):
C 1.02796 0.01140 -1.39544  -0.045
C 0.35619 0.20701 -0.05228  -0.448
C -0.69789 -0.57269 0.44752  -0.098
N -1.18287 0.03102 1.54524  -0.103
N -0.58099 1.12598 1.90245  0.055
N 0.62711 1.24651 0.69083  0.134
H 0.37507 0.44074 -2.16714  0.082
H 1.14593 -1.06108 -1.54028  0.070
H 2.01665 0.47571 -1.50376  0.078
H -1.09628 -1.49594 0.07715  0.103
H -2.00230 -0.38323 2.02344  0.172


2.
The following is a DFT calculation (wB97M-V/def2-TZVPD) of C3H5N3 in the gas phase in a non-equilibrium geometry.

Calculated values
Calculated total energy: -7658.67847 eV
HOMO level: -7.89 eV
Energy above the lowest of the compared OMol25 structures with the same formula, charge and spin: 3.7771 eV
Largest force on an atom: 3.1 eV/A
2S+1: 1
Orbital gap: 8.293 eV

Each line ends with the Löwdin charge.
Geometry (Å):
C 1.29204 0.42630 0.69669  -0.234
C 0.89474 -1.45093 -0.42473  -0.451
C 0.14161 1.05765 0.60555  -0.008
N 1.74441 -0.72573 0.25464  0.000
N -0.24092 -1.16115 -0.90138  0.069
N -0.91031 1.74351 0.30426  0.151
H 1.90959 0.82195 1.47962  0.117
H 1.47429 -2.29771 -0.68347  0.089
H -0.64771 -2.05010 -1.17175  0.028
H -0.84456 2.35975 -0.51133  0.134
H -1.81078 1.64800 0.69599  0.106


3.
The following is a DFT calculation (wB97M-V/def2-TZVPD) of 2 unconnected molecules or ions with the total composition C3H5N3 in a non-equilibrium geometry.

Calculated values
Calculated total energy: -7660.81108 eV
HOMO level: -10.23 eV
Energy above the lowest of the compared OMol25 structures with the same formula, charge and spin: 1.6445 eV
SMILES: CN=C=N.C#N
Largest force on an atom: 1.1 eV/A
2S+1: 1
Orbital gap: 11.044 eV

Each line ends with the Löwdin charge.
Geometry (Å):
C 0.90330 1.47638 0.02850  -0.102
N -0.02103 0.80915 -0.86725  0.049
C -0.13385 -0.36128 -1.14885  -0.331
N -0.43455 -1.54128 -1.37361  0.109
H 1.04933 2.50227 -0.31488  0.072
H 0.46859 1.49764 1.03267  0.065
H 1.87319 0.97045 0.07330  0.082
H -0.02287 -1.97611 -2.19097  0.066
C -1.24700 -1.14997 1.57696  -0.094
N -1.03430 -0.45486 2.47341  0.056
H -1.40081 -1.77239 0.71072  0.028


4.
The following is a DFT calculation (wB97M-V/def2-TZVPD) of 2 unconnected molecules or ions with the total composition C3H5N3 in a non-equilibrium geometry.

Calculated values
Calculated total energy: -7657.59365 eV
HOMO level (alpha / beta): -7.88 / -8.64 eV
Energy above the lowest of the compared OMol25 structures with the same formula, charge and spin: 4.8619 eV
Largest force on an atom: 1.3 eV/A
2S+1: 1
Orbital gap (alpha / beta): 7.794 / 8.203 eV

Each line ends with the Löwdin charge.
Geometry (Å):
N -0.38487 -1.68517 1.04323  0.100
C -0.37074 -0.89939 -0.07171  -0.548
C 0.85065 -0.50865 -0.61155  -0.085
N 0.72702 0.83484 -0.73716  0.055
C -0.59704 1.15834 -0.45575  -0.202
N -1.30856 0.11515 -0.17136  0.078
H -1.32600 -1.64231 1.44795  0.035
H 0.12085 -0.00365 1.86023  0.178
H 1.81114 -1.01156 -0.66214  0.124
H 1.44041 1.47265 -1.06144  0.148
H -0.96286 2.16977 -0.58029  0.116


5.
The following is a DFT calculation (wB97M-V/def2-TZVPD) of C3H5N3 in the gas phase.

Calculated values
Calculated total energy: -7659.69284 eV
HOMO level: -9.26 eV
Energy above the lowest of the compared OMol25 structures with the same formula, charge and spin: 2.7627 eV
SMILES: [H]/N=C/[C@]1(N)C=N1
Largest force on an atom: 0.5 eV/A
2S+1: 1
Orbital gap: 10.337 eV

Each line ends with the Löwdin charge.
Geometry (Å):
H -2.19672 1.77759 -0.27298  0.049
N -1.70793 0.89315 -0.16444  0.096
C -0.44309 1.00965 -0.10236  -0.175
C 0.31511 -0.26781 0.12390  -0.527
N 1.69892 -0.42994 -0.13392  0.076
C -0.57489 -1.41643 0.18198  -0.086
N -0.19300 -1.05814 1.31615  0.193
H 0.09721 1.96009 -0.20949  0.109
H 2.32149 -0.14064 0.60416  0.076
H 2.03743 -0.24028 -1.06367  0.074
H -1.27116 -2.08701 -0.30262  0.115


6.
The following is a DFT calculation (wB97M-V/def2-TZVPD) of a molecular structure, C3H5N3 in a non-equilibrium geometry.

Calculated values
Calculated total energy: -7659.72634 eV
HOMO level: -8.38 eV
Energy above the lowest of the compared OMol25 structures with the same formula, charge and spin: 2.7292 eV
Largest force on an atom: 6.2 eV/A
2S+1: 1
Orbital gap: 9.190 eV

Each line ends with the Löwdin charge.
Geometry (Å):
N 0.58287 -0.04513 -1.90457  0.044
C 0.10534 -0.02304 -0.54022  -0.428
C 0.74688 0.39849 0.61813  -0.074
N -0.20203 0.44114 1.58900  -0.062
N -1.41806 0.06234 1.17180  0.015
C -1.26213 -0.21630 -0.11068  -0.137
H 0.22811 -1.25712 -1.58874  0.220
H 1.61696 -0.12217 -1.90261  0.060
H 1.78271 0.64738 0.81127  0.112
H -0.07761 0.67182 2.56270  0.146
H -2.10303 -0.55741 -0.70608  0.104


7.
The following is a DFT calculation (wB97M-V/def2-TZVPD) of a molecular structure, C3H5N3 in a non-equilibrium geometry.

Calculated values
Calculated total energy: -7657.95305 eV
HOMO level: -8.62 eV
Energy above the lowest of the compared OMol25 structures with the same formula, charge and spin: 4.5025 eV
Largest force on an atom: 1.1 eV/A
2S+1: 1
Orbital gap: 9.232 eV

Each line ends with the Löwdin charge.
Geometry (Å):
C -1.62287 0.08020 0.20711  -0.063
N -0.22220 0.24661 -0.18082  -0.193
C 0.82425 0.83166 0.55604  -0.102
C 1.92632 0.11208 0.31036  -0.185
N 1.65130 -1.12994 -0.43459  -0.041
N 0.54721 -1.34638 -0.78876  0.122
H -2.12468 -0.43412 -0.61934  0.086
H -1.70014 -0.53330 1.10534  0.089
H -2.08435 1.05521 0.37371  0.084
H -0.16357 0.80520 -1.03162  0.138
H 2.96874 0.31278 0.50256  0.064


8.
The following is a DFT calculation (wB97M-V/def2-TZVPD) of C3H5N3O in the gas phase in a non-equilibrium geometry.

Calculated values
Calculated total energy: -9709.19027 eV
HOMO level: -8.83 eV
Energy above the lowest of the compared OMol25 structures with the same formula, charge and spin: 1.3935 eV
SMILES: NC1=NC(O)=NC1
Largest force on an atom: 2.3 eV/A
2S+1: 1
Orbital gap: 9.620 eV

Each line ends with the Löwdin charge.
Geometry (Å):
N -1.90282 -0.82328 -0.20118  0.138
C -0.66463 -0.25521 -0.09245  -0.373
N 0.23302 -0.70239 0.74230  0.160
C 1.30378 0.17403 0.57497  -0.534
O 2.46837 -0.08286 1.18273  0.091
N 1.16010 1.20097 -0.18124  0.080
C -0.08248 0.86806 -0.88949  -0.131
H -2.67923 -0.25468 -0.50711  0.100
H -2.13087 -1.44241 0.56732  0.103
H 2.34064 -0.86132 1.73764  0.107
H -0.71436 1.65803 -1.30944  0.118
H 0.66847 0.52107 -1.62404  0.141


9.
The following is a DFT calculation (wB97M-V/def2-TZVPD) of 2 unconnected molecules or ions with the total composition C3H5N3O in a non-equilibrium geometry.

Calculated values
Calculated total energy: -9708.34884 eV
HOMO level: -9.92 eV
Energy above the lowest of the compared OMol25 structures with the same formula, charge and spin: 2.2350 eV
SMILES: CN=C=N.N=C=O
Largest force on an atom: 3.5 eV/A
2S+1: 1
Orbital gap: 10.438 eV

Each line ends with the Löwdin charge.
Geometry (Å):
C -1.05735 1.07706 -0.58742  -0.118
N -0.19783 0.20017 0.12890  -0.018
C -0.13313 0.04767 1.32967  -0.294
N 0.23007 -0.12174 2.47889  0.162
H -0.84767 1.18207 -1.70259  0.096
H -2.12434 0.92554 -0.41917  0.077
H -0.90849 2.15664 -0.23561  0.098
H -0.29716 -0.77968 3.05862  0.080
N 2.02461 -1.06178 -0.66039  0.157
C 0.94096 -1.39756 -1.16158  -0.442
O 0.10251 -2.12696 -1.51734  0.148
H 2.26781 -0.10144 -0.71197  0.054


10.
The following is a DFT calculation (wB97M-V/def2-TZVPD) of C3H5N3O in the gas phase.

Calculated values
Calculated total energy: -9710.18984 eV
HOMO level: -7.54 eV
Energy above the lowest of the compared OMol25 structures with the same formula, charge and spin: 0.3940 eV
SMILES: Nc1c[nH]c(=O)[nH]1
Largest force on an atom: 0.6 eV/A
2S+1: 1
Orbital gap: 8.323 eV

Each line ends with the Löwdin charge.
Geometry (Å):
N 2.01195 -0.15990 0.05549  0.102
C 0.65327 0.02766 -0.15460  -0.384
C -0.10777 1.13822 -0.10970  -0.072
N -1.44936 0.72721 -0.05381  0.099
C -1.49502 -0.63592 0.09274  -0.547
O -2.42580 -1.32660 0.44916  0.043
N -0.19615 -1.06837 -0.17433  0.162
H 2.45926 -0.85873 -0.52591  0.090
H 2.52662 0.70776 0.04677  0.090
H 0.16751 2.12980 0.18496  0.105
H -2.23681 1.32688 0.13632  0.152
H 0.09229 -2.00802 0.05292  0.159